No. 1
Computed, not measured: a structure of composition C8H17FFeNO2S2, with ωB97M-V/def2-TZVPD.

The geometry in XYZ format:
```
32
C8H17FFeNO2S2 (ωB97M-V/def2-TZVPD)
Fe 25.65 -36.34 -11.89
S 26.35 -38.49 -9.29
S 27.99 -34.87 -10.04
F 24.53 -35.58 -10.55
O 27.33 -35.47 -11.28
O 26.29 -37.98 -10.72
N 23.85 -34.20 -8.15
C 23.51 -32.90 -8.38
C 23.56 -34.50 -6.83
C 23.19 -33.34 -6.21
C 28.04 -33.09 -10.30
C 29.71 -35.18 -10.35
C 25.55 -40.09 -9.31
C 25.25 -37.60 -8.23
C 23.23 -32.30 -7.18
H 25.20 -38.07 -7.24
H 23.03 -31.26 -7.04
H 25.87 -40.59 -8.39
H 24.22 -34.89 -8.79
H 27.06 -32.64 -10.42
H 24.25 -37.58 -8.66
H 23.52 -32.46 -9.36
H 23.47 -35.51 -6.44
H 22.87 -33.25 -5.18
H 28.75 -32.81 -11.07
H 24.47 -40.09 -9.37
H 29.83 -36.23 -10.63
H 25.70 -36.62 -8.02
H 30.09 -34.57 -11.17
H 28.38 -32.77 -9.30
H 25.92 -40.62 -10.19
H 30.35 -34.99 -9.49
```

Output
E_HOMO (alpha / beta) = -10.12 / -10.12 eV
energy = -2679.9271 Ha
energy relative to the best compared isomer or geometry (same formula, charge and spin) = 0.00 kcal per mole
Kohn-Sham gap (alpha / beta) = 5.727 / 5.657 eV
⟨S²⟩ = 6.01
spin multiplicity = 5
total charge = +1
maximum force = 2.98 eV/Å

=====

No. 2
Computed, not measured: the molecule CH2N4, with ωB97M-V/def2-TZVPD.

The geometry in XYZ format:
```
7
CH2N4 (ωB97M-V/def2-TZVPD)
N -1.97 0.11 -0.06
N -0.05 -0.17 -0.03
N -0.97 0.93 0.06
N -1.42 -0.99 0.04
C 1.21 -0.04 -0.02
H 1.76 -0.87 -0.07
H 1.43 1.04 0.07
```

Output
E_HOMO (alpha / beta) = -9.06 / -9.06 eV
energy = -258.1184 Ha
energy relative to the best compared isomer or geometry (same formula, charge and spin) = 142.67 kcal per mole
Kohn-Sham gap (alpha / beta) = 8.462 / 8.462 eV
spin multiplicity = 1
maximum force = 4.57 eV/Å